No. 1
Computed, not measured: an isolated molecule of C20H22N4O4 in a non-equilibrium geometry, with ωB97M-V with the def2-TZVPD basis set.

M   382.42 g mol⁻¹
ΔE to the lowest compared entry with this formula, charge and spin   117.3 kcal/mol

Structure (XYZ):
```
50
Properties=species:S:1:pos:R:3:forces:R:3
C -6.177958 -0.510564 0.481088 0.054 -0.029 -0.011
C -5.124566 0.456325 0.027133 0.026 -0.168 -0.108
C -5.208886 1.794971 0.383128 0.064 -0.049 -0.021
C -4.262747 2.705540 -0.048035 0.012 0.093 0.014
C -3.232033 2.289302 -0.868058 -0.063 -0.073 0.044
C -3.114439 0.958039 -1.244840 -0.059 -0.231 -0.048
C -2.000162 0.533560 -2.154635 0.007 -0.054 -0.029
C -4.056049 0.042459 -0.771281 0.024 0.262 0.043
O -3.935465 -1.298403 -1.139950 -0.255 0.388 -0.137
C -3.415400 -2.138777 -0.126930 0.098 0.031 0.270
C -2.052959 -1.707295 0.309675 0.746 -0.443 -0.514
C -0.796223 -2.004454 -0.132184 -0.561 0.222 0.407
C 0.044537 -1.181907 0.662906 -1.009 -0.262 -0.159
C 1.520879 -1.160787 0.557389 0.358 0.236 0.262
O 2.102501 -2.001788 -0.116518 -0.171 -0.126 -0.144
N 2.184778 -0.200227 1.219446 0.177 -0.217 -0.034
C 1.650744 0.860983 2.048599 -0.364 0.520 0.445
C 2.857429 1.755761 2.326794 -0.025 -0.069 -0.005
C 4.029414 0.778806 2.287255 -0.036 0.021 0.003
C 3.642297 -0.157650 1.142268 0.188 -0.141 -0.032
C 4.062128 0.360584 -0.195241 0.345 0.160 -0.927
N 3.888853 1.592641 -0.587113 -0.217 -0.230 0.818
O 4.359147 1.675250 -1.838003 -0.043 0.314 -0.120
N 4.833355 0.491864 -2.256679 0.328 -0.871 -0.236
C 4.672093 -0.356630 -1.281120 -0.289 0.833 0.175
C 5.039264 -1.784177 -1.339637 -0.010 -0.162 -0.076
N -0.676352 -0.471665 1.499327 0.807 0.288 0.268
O -1.966388 -0.789746 1.289025 -0.454 -0.237 -0.088
H -7.147937 -0.018847 0.509546 -0.061 -0.016 0.024
H -5.960598 -0.873806 1.486818 -0.045 -0.084 0.040
H -6.234873 -1.360378 -0.195462 -0.059 -0.065 0.029
H -6.030841 2.121426 1.003567 -0.102 0.025 0.056
H -4.337549 3.742461 0.243654 -0.014 0.093 0.018
H -2.501168 3.000032 -1.225421 0.081 0.078 -0.051
H -1.979003 1.170117 -3.037432 0.038 0.027 -0.069
H -1.037036 0.631013 -1.652705 0.066 -0.037 -0.017
H -2.132091 -0.497954 -2.469245 0.094 0.022 -0.049
H -3.366383 -3.134647 -0.572610 0.020 0.099 0.168
H -4.074332 -2.153621 0.750840 0.028 -0.076 -0.126
H -0.488663 -2.685614 -0.895514 0.027 -0.172 -0.192
H 0.844036 1.385736 1.535817 0.086 -0.013 0.120
H 1.241173 0.434832 2.969875 -0.006 0.142 -0.056
H 2.773005 2.272770 3.279646 -0.040 0.040 0.008
H 2.971972 2.486476 1.527313 -0.033 0.038 0.072
H 4.981714 1.272364 2.107394 0.044 -0.059 0.015
H 4.091006 0.213001 3.217567 0.018 -0.026 0.017
H 4.037091 -1.172787 1.256356 -0.027 0.174 -0.007
H 5.810415 -2.006330 -0.603111 0.064 -0.071 -0.005
H 4.155693 -2.378360 -1.107602 0.075 -0.057 -0.018
H 5.404311 -2.029640 -2.331894 0.069 -0.064 -0.034
```
Positions in Å, forces in eV/Å.

Mulliken atomic charge list, values in e, 5 entries: number 1, C, carries -1.848; number 2, C, carries 1.027; number 3, C, carries -0.619; number 4, C, carries -0.646; number 5, C, carries -0.659

No. 2
Computed, not measured: a cluster of 2 separate species, CH6N2O in total in a non-equilibrium geometry, with ωB97M-V with the def2-TZVPD basis set.

M   62.07 g mol⁻¹
ΔE to the lowest compared entry with this formula, charge and spin   38.8 kcal/mol

Structure (XYZ):
```
10
Properties=species:S:1:pos:R:3:forces:R:3
H -0.199743 -1.051702 -1.493279 1.012 0.310 -0.257
N -0.110576 -0.503010 -0.645377 0.257 2.592 0.944
C 0.036592 0.787017 -0.860062 -3.079 -1.439 -2.158
N -0.427927 1.820742 -0.022633 0.776 -0.771 -2.192
H 0.128864 1.142204 -1.942128 0.101 -0.309 1.333
H -0.119428 1.787387 0.906588 -0.170 0.384 1.424
H -0.824357 2.660877 -0.485225 1.121 -0.991 0.913
O 0.283791 -2.442609 1.844283 0.073 1.824 -3.681
H 1.232809 -2.193882 1.803302 -0.734 -0.360 0.350
H -0.000025 -2.007024 0.894530 0.643 -1.240 3.324
```
Positions in Å, forces in eV/Å.

Mulliken atomic charge list, values in e, 5 entries: number 1, H, carries 0.195; number 2, N, carries -0.566; number 3, C, carries 0.075; number 4, N, carries -0.398; number 5, H, carries 0.220

- The highest M belongs to which entry?
  C20H22N4O4

- The highest ΔE to the lowest compared entry with this formula, charge and spin belongs to which entry?
  C20H22N4O4